{"formula": "C10H16O", "method": "the ωB97M-V functional and the def2-TZVPD basis", "symbols": ["C", "C", "C", "C", "C", "C", "O", "C", "C", "H", "H", "H", "H", "H", "H", "H", "H", "H", "H", "C", "C", "H", "H", "H", "H", "H", "H"], "positions_angstrom": [[-1.855, 1.387, -1.063], [-0.543, 0.677, -0.718], [-0.048, 0.973, 0.608], [-0.191, 0.061, 1.666], [0.412, 0.142, 2.930], [1.306, 1.209, 3.090], [1.981, 1.278, 4.269], [1.426, 2.277, 2.202], [0.719, 2.031, 1.016], [-2.632, 1.349, -0.125], [-2.297, 1.019, -1.979], [-1.705, 2.531, -1.275], [-0.820, -0.394, -0.717], [0.311, 0.807, -1.509], [-0.845, -0.822, 1.585], [0.227, -0.651, 3.620], [1.963, 0.392, 4.749], [2.090, 3.204, 2.444], [0.872, 2.781, 0.151], [-0.280, -2.343, -3.350], [0.191, -2.741, -1.930], [-0.841, -3.148, -3.805], [-1.026, -1.498, -3.239], [0.516, -2.172, -4.019], [1.242, -3.021, -1.855], [-0.446, -3.592, -1.384], [0.272, -1.736, -1.363]], "lowdin_charge": [-0.11, -0.27, -0.31, -0.04, -0.02, -0.35, 0.01, -0.01, -0.07, 0.13, 0.04, 0.09, 0.07, 0.16, 0.12, 0.10, 0.14, 0.16, 0.14, -0.17, -0.18, 0.05, 0.07, 0.04, 0.04, 0.11, 0.04], "homo_ev": -8.390, "homo_lumo_gap_ev": 9.24, "total_charge": 0, "e_above_lowest_kcal_mol": 60.1, "smiles": "CCc1ccc(O)cc1.CC"}


{"formula": "C10H16O", "method": "the ωB97M-V functional and the def2-TZVPD basis", "symbols": ["C", "C", "C", "C", "C", "C", "O", "C", "C", "H", "H", "H", "H", "H", "H", "H", "H", "H", "H", "C", "C", "H", "H", "H", "H", "H", "H"], "positions_angstrom": [[2.423, -1.196, 2.480], [2.224, -1.705, 0.969], [0.796, -1.154, 0.605], [-0.032, -2.164, -0.020], [-1.275, -1.849, -0.538], [-1.699, -0.530, -0.327], [-2.983, -0.271, -0.634], [-0.824, 0.447, -0.010], [0.415, 0.141, 0.625], [2.867, -0.281, 2.730], [3.049, -1.821, 2.950], [1.333, -0.992, 2.844], [2.984, -1.201, 0.334], [2.168, -2.813, 0.917], [0.121, -3.241, 0.107], [-1.908, -2.510, -1.041], [-3.467, -0.998, -0.877], [-1.114, 1.515, -0.282], [1.042, 0.886, 0.996], [0.562, 2.834, -1.800], [-0.093, 3.987, -1.096], [0.010, 1.883, -1.904], [0.658, 3.155, -2.835], [1.551, 2.690, -1.418], [0.525, 5.011, -1.430], [-1.110, 4.262, -1.344], [0.181, 3.751, -0.007]], "lowdin_charge": [-0.09, -0.14, -0.26, -0.03, -0.01, -0.35, 0.09, -0.02, -0.04, 0.04, 0.01, 0.11, 0.11, 0.10, 0.11, 0.10, 0.06, 0.12, 0.10, -0.22, -0.19, 0.06, 0.06, 0.06, 0.12, 0.05, 0.08], "homo_ev": -8.238, "homo_lumo_gap_ev": 9.09, "total_charge": 0, "e_above_lowest_kcal_mol": 78.3, "smiles": "CCc1ccc(O)cc1.CC"}


{"formula": "C10H16O", "method": "the ωB97M-V functional and the def2-TZVPD basis", "symbols": ["C", "C", "C", "C", "C", "O", "C", "C", "H", "H", "H", "H", "H", "H", "H", "H", "C", "C", "C", "H", "H", "H", "H", "H", "H", "H", "H"], "positions_angstrom": [[2.630, -1.167, 0.234], [1.513, -1.041, -0.755], [1.296, 0.315, -1.006], [0.355, 0.792, -1.944], [-0.625, -0.170, -2.269], [-1.795, 0.185, -2.857], [-0.402, -1.508, -2.013], [0.728, -2.021, -1.347], [2.750, -2.204, 0.626], [2.628, -0.696, 1.213], [3.605, -0.937, -0.215], [1.807, 1.168, -0.569], [0.249, 1.835, -2.207], [-1.851, 1.119, -3.070], [-1.203, -2.229, -2.156], [0.943, -3.068, -1.223], [-0.910, 2.069, 1.407], [-1.726, 0.970, 2.077], [-0.983, -0.379, 1.961], [0.132, 2.052, 1.718], [-1.392, 3.012, 1.661], [-0.952, 1.968, 0.321], [-1.731, 1.147, 3.155], [-2.705, 0.900, 1.632], [-0.550, -0.512, 0.967], [-0.163, -0.352, 2.672], [-1.647, -1.250, 1.986]], "lowdin_charge": [-0.08, -0.31, -0.08, -0.01, -0.34, 0.05, -0.03, -0.02, 0.08, 0.07, 0.08, 0.12, 0.11, 0.10, 0.12, 0.11, -0.12, -0.30, -0.11, 0.07, 0.06, 0.05, 0.10, 0.09, 0.04, 0.07, 0.07], "homo_ev": -8.330, "homo_lumo_gap_ev": 9.14, "total_charge": 0, "e_above_lowest_kcal_mol": 41.2, "smiles": "Cc1ccc(O)cc1.CCC"}


{"formula": "C10H16O", "method": "the ωB97M-V functional and the def2-TZVPD basis", "symbols": ["C", "C", "C", "C", "C", "C", "O", "C", "C", "H", "H", "H", "H", "H", "H", "H", "H", "H", "H", "C", "C", "H", "H", "H", "H", "H", "H"], "positions_angstrom": [[2.282, 3.168, -0.230], [0.932, 2.442, -0.090], [0.989, 0.975, 0.202], [0.325, 0.439, 1.305], [0.167, -0.924, 1.516], [0.911, -1.755, 0.694], [0.980, -3.114, 0.846], [1.572, -1.260, -0.426], [1.536, 0.087, -0.715], [3.056, 2.504, -0.626], [2.711, 3.598, 0.651], [2.157, 3.943, -0.989], [0.348, 2.954, 0.680], [0.344, 2.716, -0.940], [-0.313, 1.153, 1.806], [-0.642, -1.202, 2.180], [0.265, -3.461, 1.364], [1.885, -2.022, -1.128], [1.923, 0.398, -1.673], [-4.329, 0.487, -0.948], [-3.829, -0.856, -1.487], [-5.362, 0.401, -0.616], [-3.621, 0.794, -0.189], [-4.396, 1.141, -1.814], [-2.777, -0.880, -1.800], [-4.381, -1.057, -2.404], [-3.823, -1.723, -0.839]], "lowdin_charge": [-0.09, -0.21, -0.25, -0.05, -0.02, -0.32, 0.05, -0.02, -0.04, 0.07, 0.06, 0.07, 0.10, 0.10, 0.11, 0.11, 0.09, 0.12, 0.12, -0.16, -0.19, 0.06, 0.05, 0.06, 0.06, 0.06, 0.05], "homo_ev": -8.412, "homo_lumo_gap_ev": 9.16, "total_charge": 0, "e_above_lowest_kcal_mol": 33.8, "smiles": "CCc1ccc(O)cc1.CC"}


{"formula": "C10H16O", "method": "the ωB97M-V functional and the def2-TZVPD basis", "symbols": ["C", "C", "C", "C", "C", "O", "C", "C", "H", "H", "H", "H", "H", "H", "H", "H", "C", "C", "C", "H", "H", "H", "H", "H", "H", "H", "H"], "positions_angstrom": [[0.841, -0.729, 2.711], [0.480, 0.339, 1.725], [1.467, 0.963, 0.982], [1.298, 2.116, 0.252], [-0.015, 2.404, -0.071], [-0.198, 3.362, -1.014], [-1.103, 1.930, 0.729], [-0.790, 0.995, 1.709], [0.105, -1.525, 2.755], [0.880, -0.380, 3.767], [1.743, -1.207, 2.402], [2.422, 0.481, 0.977], [2.096, 2.751, -0.033], [-1.015, 3.872, -0.846], [-2.038, 2.341, 0.376], [-1.577, 0.517, 2.241], [0.527, -2.484, -1.943], [-0.260, -1.207, -2.037], [-1.550, -1.195, -1.156], [1.575, -2.293, -1.539], [0.832, -2.809, -2.962], [0.033, -3.291, -1.461], [0.265, -0.276, -1.860], [-0.644, -1.048, -3.093], [-1.466, -0.418, -0.381], [-2.423, -1.133, -1.805], [-1.483, -2.076, -0.426]], "lowdin_charge": [-0.06, -0.28, -0.06, -0.01, -0.34, 0.04, -0.02, -0.05, 0.07, 0.09, 0.06, 0.11, 0.11, 0.12, 0.11, 0.10, -0.14, -0.32, -0.10, 0.09, 0.07, 0.05, 0.08, 0.11, 0.03, 0.06, 0.09], "homo_ev": -8.355, "homo_lumo_gap_ev": 9.16, "total_charge": 0, "e_above_lowest_kcal_mol": 50.0, "smiles": "Cc1ccc(O)cc1.CCC"}


{"formula": "C10H16O", "method": "the ωB97M-V functional and the def2-TZVPD basis", "symbols": ["C", "C", "C", "C", "C", "O", "C", "C", "H", "H", "H", "H", "H", "H", "H", "H", "C", "C", "C", "H", "H", "H", "H", "H", "H", "H", "H"], "positions_angstrom": [[-0.742, 2.815, 1.922], [-0.857, 1.303, 2.005], [-2.137, 0.826, 2.260], [-2.433, -0.526, 2.197], [-1.316, -1.343, 2.030], [-1.426, -2.675, 1.633], [0.015, -0.940, 2.050], [0.220, 0.445, 2.124], [-1.487, 3.175, 1.203], [0.128, 3.036, 1.306], [-0.899, 3.387, 2.837], [-2.948, 1.543, 2.405], [-3.447, -0.874, 2.096], [-2.264, -3.039, 1.932], [0.876, -1.582, 2.040], [1.219, 0.877, 2.183], [2.114, 0.479, -3.445], [1.298, -0.295, -2.419], [1.297, -1.768, -2.742], [2.994, -0.167, -3.656], [1.631, 0.414, -4.443], [2.081, 1.548, -3.330], [0.290, 0.162, -2.297], [1.602, -0.174, -1.372], [0.818, -2.140, -3.670], [1.023, -2.480, -1.919], [2.350, -2.006, -2.932]], "lowdin_charge": [-0.06, -0.30, -0.06, -0.02, -0.31, 0.02, -0.01, -0.04, 0.07, 0.07, 0.08, 0.12, 0.11, 0.09, 0.11, 0.12, -0.13, -0.35, -0.15, 0.08, 0.07, 0.06, 0.10, 0.09, 0.08, 0.08, 0.06], "homo_ev": -8.413, "homo_lumo_gap_ev": 9.29, "total_charge": 0, "e_above_lowest_kcal_mol": 45.7, "smiles": "Cc1ccc(O)cc1.CCC"}


{"formula": "C10H16O", "method": "the ωB97M-V functional and the def2-TZVPD basis", "symbols": ["C", "C", "C", "H", "H", "H", "H", "H", "H", "H", "H", "C", "C", "C", "C", "C", "C", "C", "O", "H", "H", "H", "H", "H", "H", "H", "H"], "positions_angstrom": [[1.899, -2.315, 2.188], [2.309, -0.998, 3.044], [1.907, -2.093, 0.672], [2.292, -3.350, 2.473], [0.780, -2.334, 2.438], [1.900, -0.148, 2.480], [2.883, -1.670, 0.493], [3.373, -0.813, 3.071], [2.013, -1.034, 4.000], [1.590, -2.825, -0.090], [1.285, -1.179, 0.443], [0.454, 3.224, -1.291], [-1.586, -0.401, -0.656], [-0.335, -0.468, -1.241], [-2.195, 0.771, -0.321], [0.405, 0.744, -1.245], [-1.537, 2.031, -0.506], [-0.233, 1.947, -1.005], [-2.366, -1.587, -0.547], [-0.001, -1.253, -1.886], [-1.870, -2.354, -0.664], [-3.278, 0.726, -0.162], [1.526, 0.668, -1.501], [-1.989, 2.966, -0.322], [-0.008, 3.887, -0.713], [0.383, 3.575, -2.362], [1.517, 3.175, -1.151]], "lowdin_charge": [-0.27, -0.07, -0.15, 0.12, 0.10, 0.07, 0.06, 0.06, 0.02, 0.08, 0.03, 0.01, -0.20, 0.03, 0.07, 0.03, 0.08, -0.21, 0.17, 0.14, 0.09, 0.15, 0.17, 0.13, 0.04, 0.15, 0.10], "homo_ev": [-13.597, -13.593], "homo_lumo_gap_ev": [9.39, 5.51], "total_charge": 1, "e_above_lowest_kcal_mol": 56.7, "multiplicity": 2}


{"formula": "C10H16O", "method": "the ωB97M-V functional and the def2-TZVPD basis", "symbols": ["C", "C", "C", "H", "H", "H", "H", "H", "H", "H", "H", "C", "C", "C", "C", "C", "C", "C", "O", "H", "H", "H", "H", "H", "H", "H", "H"], "positions_angstrom": [[0.434, 0.543, 1.982], [1.230, -0.741, 2.328], [1.343, 1.675, 2.543], [-0.540, 0.502, 2.522], [0.515, 0.545, 0.921], [0.782, -1.620, 1.859], [2.263, -0.679, 2.011], [1.002, 1.897, 3.556], [1.340, -0.859, 3.462], [1.287, 2.641, 2.116], [2.388, 1.396, 2.870], [-1.324, 1.981, -2.198], [-1.570, -0.078, -0.766], [-0.953, 0.608, -1.883], [-1.357, -1.428, -0.521], [-0.004, -0.064, -2.646], [-0.375, -2.071, -1.284], [0.267, -1.417, -2.348], [0.060, -3.331, -1.150], [-2.239, 0.394, -0.056], [-1.744, -1.976, 0.305], [-1.324, 2.630, -1.334], [-2.261, 2.297, -2.680], [0.545, 0.306, -3.513], [1.074, -1.874, -2.917], [-0.224, -3.658, -0.273], [-0.614, 2.378, -2.907]], "lowdin_charge": [-0.29, -0.14, -0.12, 0.12, 0.06, 0.04, 0.06, 0.07, 0.11, 0.05, 0.09, -0.01, 0.05, -0.19, 0.03, 0.04, -0.25, 0.08, 0.18, 0.14, 0.13, 0.11, 0.12, 0.14, 0.15, 0.16, 0.09], "homo_ev": [-14.115, -14.192], "homo_lumo_gap_ev": [10.19, 6.51], "total_charge": 1, "e_above_lowest_kcal_mol": 31.0, "multiplicity": 2}